(1)
# C33H34BF4O19

A 8-piece molecular cluster, C33H34BF4O19 overall in a non-equilibrium geometry (ωB97M-V with the def2-TZVPD basis set, the OMol25 dataset).

```
91
Properties=species:S:1:pos:R:3
F -1.07 -0.53 -1.06
F 0.92 -1.51 -0.33
F 0.43 0.69 0.08
F -0.74 -0.81 1.21
O 2.67 -2.94 4.94
O 7.35 2.75 -0.58
O 4.23 3.02 3.08
O -4.61 -2.94 4.16
O 0.72 3.15 -0.64
O 1.48 5.69 -1.65
O -3.06 2.89 0.86
O -5.88 -6.04 0.52
O 3.46 3.75 -5.50
O 2.09 -2.21 -4.53
O -7.49 -0.16 2.28
O 2.50 1.36 1.82
O -3.86 -4.81 -1.00
O 5.43 1.22 -1.88
O 2.17 1.42 -4.97
O -4.83 0.49 2.69
O -2.36 -2.24 2.91
O -6.15 -2.31 -1.91
O -3.75 -0.75 -1.98
C -6.89 -1.07 -0.12
C 1.15 3.37 -1.91
C -5.35 -4.54 2.37
C 3.62 1.74 1.28
C -1.07 3.21 2.15
C -5.04 -5.10 1.00
C -4.14 -0.22 0.43
C -4.58 -0.95 -0.82
C 2.69 3.64 -4.42
C -5.11 -0.06 1.57
C 4.58 2.63 1.91
C -2.07 3.71 1.15
C 3.39 -4.11 -3.89
C 2.74 -2.79 -3.66
C -1.97 5.18 0.64
C 1.70 4.62 -2.27
C 3.97 1.22 -0.15
C 2.11 2.35 -4.19
C -3.14 -3.49 0.80
C -5.88 -1.45 -1.04
C -4.52 -3.45 3.00
C -3.29 -3.05 2.33
C 3.37 -1.86 -2.63
C 1.13 -1.51 3.67
C 2.56 4.79 -3.42
C 3.42 -2.36 2.63
C 6.15 2.37 -0.06
C 5.90 2.90 1.33
C 2.35 -2.32 3.82
C 1.36 2.19 -2.94
C -6.50 -0.39 1.25
C 5.21 1.64 -0.82
C -4.06 -4.42 0.16
B -0.13 -0.51 -0.04
H 1.12 1.22 -2.67
H 4.39 -1.87 -2.77
H 2.96 -4.81 -3.30
H 0.28 2.17 -0.65
H -2.75 5.68 0.11
H -7.98 -1.47 -0.24
H -3.24 0.05 0.50
H -1.15 4.94 -0.15
H 1.40 -0.60 3.06
H 3.15 -2.90 1.71
H 4.59 -4.15 -3.87
H 1.81 1.19 1.24
H -1.16 2.05 2.22
H 3.07 3.06 -6.00
H 6.52 3.53 2.04
H -7.03 0.54 2.68
H -5.35 -6.49 -0.20
H -0.16 3.80 2.06
H -1.48 3.49 3.15
H 3.03 5.58 -3.48
H 4.25 -2.89 2.96
H -3.03 -0.19 -2.04
H 3.01 -4.47 -4.80
H 3.26 -2.04 -1.51
H 3.75 -1.46 2.66
H -5.74 -4.79 3.18
H 7.52 2.39 -1.42
H -1.57 5.99 1.35
H 3.10 -0.80 -2.76
H -2.10 -1.76 2.18
H 0.48 -1.30 4.55
H 0.68 -2.05 2.93
H 3.20 0.66 -0.55
H -2.16 -3.34 0.20
```

Properties
E = -85210.6992 eV
Kohn-Sham gap = 6.2 eV
charge = -1
2S+1 = 1
E_LUMO = -0.33 eV

In the Löwdin picture, each atom carries the following charge in e: 0.148 0.038 0.182 0.099 -0.051 0.098 0.060 0.082 0.040 0.088 -0.036 0.080 0.126 0.055 0.056 0.140 0.080 0.154 0.124 0.066 0.117 0.096 0.077 0.106 -0.137 0.137 -0.172 -0.044 -0.167 0.127 -0.085 -0.161 -0.303 -0.327 -0.409 -0.029 -0.447 -0.022 -0.370 0.144 -0.401 0.112 -0.423 -0.311 -0.122 -0.031 -0.019 0.141 0.016 -0.154 0.112 -0.339 0.142 -0.069 -0.459 -0.398 -1.260 0.082 0.036 0.033 0.162 0.051 0.153 0.012 0.097 0.097 0.104 0.150 0.050 0.125 0.087 0.138 0.053 0.143 0.076 0.099 0.019 0.047 0.062 0.057 0.097 -0.007 0.023 0.089 0.102 0.073 0.021 0.117 0.039 0.067 0.152

(2)
# C33H34Cl2GeN2O7SSeTl

C33H34Cl2GeN2O7SSeTl as an isolated structure in a non-equilibrium geometry (ωB97M-V with the def2-TZVPD basis set, the OMol25 dataset).

```
82
Properties=species:S:1:pos:R:3
Tl 0.97 0.36 -0.65
Se -2.16 -0.94 -1.36
Ge 0.18 1.19 2.63
Cl -4.77 5.08 -3.23
Cl -0.45 2.67 -5.26
S 1.55 -2.96 -2.02
O 1.20 -1.39 1.64
O -1.70 -0.10 -0.10
O -0.22 2.58 0.29
O -2.81 -0.08 -2.52
O -3.06 -2.20 -1.01
O 0.18 2.07 -2.52
O -0.56 -1.55 -1.92
N -0.06 -2.45 -4.05
N -0.95 -3.86 -2.38
C -1.39 3.12 -3.89
C -0.14 -2.70 -2.64
C -0.81 -1.98 5.39
C 0.28 -2.44 1.42
C 2.16 3.11 3.94
C 1.99 2.11 2.99
C 1.35 -0.29 5.03
C -3.30 4.18 -2.97
C 2.47 -1.97 1.87
C -2.33 -3.31 -4.35
C 4.51 3.25 3.44
C 4.36 2.25 2.49
C 3.41 3.68 4.16
C 3.11 1.70 2.28
C 0.71 -3.50 2.42
C -2.83 3.43 4.82
C -2.54 3.82 -4.09
C -0.88 3.94 2.94
C -1.70 4.97 3.38
C -0.84 -0.99 4.41
C -1.56 -4.39 -3.58
C -1.37 -2.14 -4.63
C -2.90 3.85 -1.71
C 1.39 -1.27 6.01
C -2.68 4.71 4.32
C 0.31 -2.11 6.19
C -1.01 2.65 3.44
C -1.69 3.17 -1.49
C -1.31 2.94 -0.13
C -2.00 2.41 4.39
C 0.23 -0.13 4.22
C -0.88 2.73 -2.60
C 2.23 -3.45 2.25
H -3.15 -2.96 -3.72
H 2.99 0.92 1.53
H -1.65 -2.65 5.51
H 0.35 -2.89 6.95
H 1.31 3.46 4.51
H 0.44 -3.18 3.43
H -1.57 5.97 2.98
H 2.54 -4.09 1.43
H 3.08 -1.90 0.97
H 0.37 -2.82 0.39
H 2.94 -1.41 2.68
H 5.22 1.92 1.93
H -2.73 -3.73 -5.27
H -2.87 4.06 -5.09
H -1.22 -2.00 -5.71
H 2.20 0.37 4.89
H 5.48 3.71 3.61
H -3.49 4.13 -0.85
H -0.14 4.13 2.18
H -3.60 3.23 5.55
H 2.28 -1.38 6.63
H -2.09 3.23 0.60
H -0.72 -2.03 1.58
H -0.75 -4.79 -4.20
H 0.28 -4.48 2.21
H -2.11 1.42 4.79
H -2.22 -5.22 -3.28
H 3.52 4.46 4.91
H -1.67 -3.60 -1.71
H -1.70 -0.91 3.76
H 2.76 -3.72 3.15
H -1.78 -1.22 -4.21
H 0.57 -1.67 -4.19
H -3.34 5.51 4.65
```

Properties
E = -214519.4184 eV
Kohn-Sham gap (alpha / beta) = 5.3 / 4.3 eV
⟨S²⟩ = 0.75
charge = -2
2S+1 = 2
E_LUMO (alpha / beta) = 4.08 / 3.07 eV

In the Löwdin picture, each atom carries the following charge in e: 0.984 0.787 1.163 0.588 0.678 0.373 -0.341 -0.498 -0.192 -0.418 -0.447 -0.160 -0.450 -0.048 -0.025 -0.591 -1.056 -0.114 -0.219 -0.118 -0.280 -0.109 -0.692 -0.210 -0.164 -0.116 -0.093 -0.106 -0.125 -0.139 -0.108 -0.148 -0.155 -0.097 -0.149 -0.232 -0.207 -0.079 -0.102 -0.116 -0.118 -0.288 -0.124 -0.228 -0.106 -0.276 -0.429 -0.148 0.096 0.052 0.100 0.090 0.095 0.084 0.098 0.107 0.113 0.066 0.107 0.099 0.090 0.095 0.105 0.090 0.090 0.107 0.096 0.092 0.093 0.127 0.113 0.108 0.113 0.084 0.104 0.092 0.072 0.105 0.098 0.080 0.096 0.090

(3)
# C33H34F3N4O4P2V

C33H34F3N4O4P2V as an isolated structure in a non-equilibrium geometry (ωB97M-V with the def2-TZVPD basis set, the OMol25 dataset).

```
81
Properties=species:S:1:pos:R:3
V -0.03 0.28 1.92
P 1.58 -1.04 -0.50
P 0.29 1.79 -0.82
F 1.03 -0.37 4.03
F 2.87 0.78 4.25
F 1.16 1.26 5.48
O -0.70 1.21 0.18
O 1.63 1.71 2.05
O 0.83 -1.24 0.81
O -0.27 1.97 3.21
N -4.14 -0.65 3.06
N -1.84 -0.84 2.26
N -2.89 -2.69 3.45
N -3.63 -2.12 1.21
C -3.88 -1.75 3.98
C 0.12 4.14 0.58
C -2.39 -1.41 0.99
C 0.30 1.59 -3.63
C 3.62 -2.27 0.82
C 0.42 5.47 0.82
C -0.55 -1.48 -2.16
C -2.90 0.06 2.83
C -1.66 -1.97 3.21
C 1.56 0.90 4.28
C 1.71 4.11 -1.24
C -1.68 1.90 -4.94
C 0.76 3.46 -0.46
C 5.85 -2.56 -0.03
C -4.60 -1.20 1.79
C -0.32 1.64 -4.87
C 1.37 -2.87 -2.58
C 0.68 -3.50 -3.60
C 1.38 6.11 0.04
C 3.25 -1.65 -0.36
C 0.96 1.71 3.12
C 1.78 0.74 -0.86
C 5.48 -1.94 -1.21
C -1.80 2.08 -2.55
C -1.24 -2.12 -3.17
C -3.38 -3.20 2.17
C 4.19 -1.48 -1.39
C -0.62 -3.12 -3.90
C 2.02 5.44 -0.99
C -0.43 1.81 -2.46
C -2.42 2.12 -3.79
C 0.76 -1.84 -1.86
C 4.92 -2.73 0.99
H 2.45 1.13 -0.08
H -4.31 -3.75 2.34
H -0.90 -2.64 2.79
H 1.36 1.38 -3.59
H -0.07 6.00 1.61
H -2.51 0.48 3.77
H -4.79 -0.39 1.09
H 6.86 -2.92 0.10
H 3.92 -1.00 -2.32
H 2.20 3.60 -2.06
H -3.51 -1.35 4.93
H 6.21 -1.81 -2.00
H -4.81 -2.29 4.16
H 2.76 5.94 -1.59
H -2.64 -3.89 1.75
H -2.55 -0.58 0.30
H -2.17 1.94 -5.91
H 1.16 -4.30 -4.16
H -2.38 2.24 -1.65
H -0.61 3.62 1.19
H -3.48 2.33 -3.85
H -3.05 0.88 2.12
H -5.54 -1.74 1.96
H 2.38 -3.18 -2.34
H -1.15 -3.62 -4.70
H -1.06 -0.72 -1.58
H 0.25 1.47 -5.76
H 2.30 0.83 -1.81
H 1.62 7.15 0.23
H 5.21 -3.21 1.91
H -2.26 -1.84 -3.39
H -1.63 -2.08 0.58
H -1.28 -1.56 4.15
H 2.89 -2.39 1.61
```

Properties
E = -101340.8771 eV
Kohn-Sham gap (alpha / beta) = 8.5 / 9.1 eV
⟨S²⟩ = 3.76
charge = +1
2S+1 = 4
E_LUMO (alpha / beta) = -2.14 / -2.15 eV

In the Löwdin picture, each atom carries the following charge in e: 0.869 0.809 0.796 0.084 0.204 0.208 -0.390 0.005 -0.384 0.012 -0.079 -0.169 -0.079 -0.078 -0.152 -0.058 -0.174 -0.079 -0.051 -0.051 -0.083 -0.154 -0.159 -0.518 -0.068 -0.059 -0.283 -0.056 -0.156 -0.060 -0.060 -0.057 -0.058 -0.295 -0.613 -0.265 -0.061 -0.066 -0.050 -0.154 -0.089 -0.054 -0.063 -0.289 -0.059 -0.262 -0.054 0.083 0.132 0.136 0.098 0.114 0.134 0.131 0.114 0.112 0.108 0.134 0.113 0.132 0.111 0.133 0.119 0.112 0.113 0.114 0.103 0.112 0.137 0.132 0.105 0.113 0.082 0.112 0.066 0.112 0.113 0.115 0.121 0.131 0.107

(4)
# C33H34FN5O5

C33H34FN5O5 as an isolated structure in a non-equilibrium geometry (ωB97M-V with the def2-TZVPD basis set, the OMol25 dataset).

```
78
Properties=species:S:1:pos:R:3
F 5.82 -2.76 -0.16
O -11.25 0.70 -6.07
O -7.25 0.90 -0.79
O -0.73 1.95 1.83
O 5.76 0.68 3.42
O 1.13 -0.86 -0.26
N 3.05 0.97 2.68
N 7.27 -1.20 1.84
N 8.92 -2.26 3.93
N -0.96 0.34 0.24
N -6.34 0.64 -2.96
C -3.96 -0.21 -1.58
C 1.65 -0.21 0.44
C -0.34 0.90 1.41
C 3.40 1.41 4.14
C 5.18 1.76 3.78
C 1.02 0.68 1.42
C 2.95 3.05 4.44
C 7.99 -2.98 3.50
C -6.37 0.99 -1.47
C -11.29 0.56 -7.39
C -7.56 0.59 -4.90
C 8.31 -0.81 4.03
C 1.68 1.37 2.65
C -4.53 1.29 0.08
C -2.78 -0.12 -1.10
C -8.72 0.82 -5.79
C 3.91 -1.42 0.18
C -11.05 -0.98 -7.71
C 8.21 -0.38 2.55
C 5.92 -1.06 1.53
C 10.33 -2.19 3.58
C 7.66 -2.71 1.94
C -3.28 1.36 0.36
C -8.88 0.84 -3.13
C -10.01 0.73 -5.26
C -9.98 0.82 -3.91
C -2.30 0.53 -0.02
C 5.06 -0.11 2.42
C -4.87 0.79 -1.14
C -7.69 0.61 -3.40
C 3.80 0.10 2.18
C 3.17 -0.49 0.92
C 5.33 -1.76 0.62
H -11.75 -1.50 -7.32
H -9.90 -1.31 -7.47
H 8.58 -2.68 1.45
H -12.24 1.01 -7.58
H 9.06 -0.37 2.00
H 10.95 -1.70 4.28
H 9.06 0.00 4.29
H -5.71 0.39 -3.47
H 6.97 -3.35 1.45
H 5.22 2.44 2.82
H -4.41 -1.10 -2.39
H 1.12 1.95 3.25
H 2.91 3.67 3.57
H -5.20 2.09 0.50
H 6.93 -2.92 4.07
H -8.49 0.55 -6.86
H 3.28 -1.95 -0.52
H 8.20 -3.96 3.58
H 10.67 -3.52 3.93
H -2.87 1.76 1.44
H -10.29 1.15 -8.08
H -1.88 -0.85 -1.56
H -6.69 0.45 -5.43
H 10.44 -2.35 2.77
H 3.49 0.92 4.93
H -11.11 -0.95 -8.92
H -8.94 0.68 -2.09
H 7.90 0.65 2.35
H 7.61 -0.87 4.65
H 1.94 2.72 4.93
H -0.44 -0.36 -0.28
H 3.72 3.31 5.38
H 5.59 2.22 4.65
H -11.09 0.89 -3.41
```

Properties
E = -55150.2940 eV
Kohn-Sham gap = 6.6 eV
2S+1 = 1
E_LUMO = -0.92 eV

In the natural (NBO) picture, each atom carries the following charge in e: -0.327 -0.523 -0.510 -0.602 -0.502 -0.538 -0.345 -0.441 -0.462 -0.623 -0.630 -0.199 0.597 0.622 -0.037 -0.023 -0.319 -0.642 -0.179 0.742 -0.008 -0.189 -0.198 0.188 -0.189 -0.203 -0.280 -0.223 -0.600 -0.222 0.089 -0.273 -0.241 -0.226 -0.305 0.256 -0.201 0.154 0.249 -0.168 0.163 0.056 -0.141 0.377 0.182 0.213 0.172 0.199 0.200 0.228 0.189 0.375 0.216 0.147 0.225 0.240 0.234 0.223 0.169 0.218 0.245 0.195 0.116 0.224 0.110 0.174 0.186 0.117 0.168 0.192 0.242 0.216 0.187 0.217 0.432 0.231 0.183 0.217

(5)
# C33H35AsMoNP2S

C33H35AsMoNP2S as an isolated structure (ωB97M-V with the def2-TZVPD basis set, the OMol25 dataset).

```
74
Properties=species:S:1:pos:R:3
Mo 0.51 0.07 -0.63
As -2.91 -1.52 1.06
S -1.33 -1.39 -0.46
P 1.25 0.44 1.74
P -0.28 0.93 -2.78
N 0.71 2.04 -0.45
C 3.05 0.55 1.80
C -4.45 -0.70 0.27
C 0.40 -0.20 4.32
C 0.15 -2.45 5.10
C 3.67 0.82 3.02
C 0.81 -2.05 2.83
C 0.62 -0.56 -3.10
C 0.63 2.12 2.07
C 3.83 0.38 0.66
C 5.82 0.74 1.95
C 0.75 -0.68 3.06
C -1.99 0.83 -4.90
C 0.73 2.82 0.75
C 0.51 -2.94 3.85
C -1.88 1.02 -3.52
C -4.22 1.53 -3.36
C 5.05 0.91 3.09
C 1.90 -0.63 -2.47
C -2.63 -0.71 2.76
C -3.23 0.99 -5.50
C 2.00 -2.99 -2.90
C 0.03 -1.75 -3.59
C 0.81 4.23 -1.02
C 0.75 2.98 -1.52
C 0.73 -2.93 -3.51
C 0.80 4.12 0.42
C 2.58 -1.86 -2.39
C 0.72 2.44 -2.91
C -3.21 -3.39 1.28
C 5.21 0.47 0.73
C -4.34 1.34 -4.73
C 0.10 -1.09 5.34
C -2.99 1.37 -2.75
H -2.34 -3.85 1.73
H -0.39 2.09 2.44
H 0.88 5.14 -1.59
H 5.81 0.34 -0.16
H -4.56 -1.03 -0.76
H 3.08 0.94 3.93
H 2.52 -3.94 -2.86
H 0.58 -4.01 3.68
H 1.11 -2.44 1.86
H -3.57 -0.85 3.30
H -3.42 -3.85 0.31
H 0.30 -3.83 -3.94
H 6.89 0.81 2.01
H -5.32 -1.00 0.86
H -5.08 1.82 -2.78
H 2.48 0.29 -2.32
H 0.23 3.13 -3.60
H -2.44 0.36 2.64
H -0.17 -0.71 6.32
H -0.07 -3.15 5.91
H 1.26 2.61 2.82
H 0.84 4.95 1.11
H 1.71 2.20 -3.32
H 5.53 1.12 4.04
H -0.95 -1.71 -4.04
H -1.81 -1.19 3.29
H 3.36 0.17 -0.30
H -3.33 0.85 -6.57
H 0.36 0.87 4.51
H -2.88 1.54 -1.68
H -4.33 0.38 0.31
H -5.30 1.47 -5.21
H -1.13 0.59 -5.51
H 3.57 -1.89 -1.96
H -4.08 -3.50 1.94
```

Properties
E = -128360.9334 eV
Kohn-Sham gap (alpha / beta) = 6.1 / 6.0 eV
⟨S²⟩ = 2.05
charge = +3
2S+1 = 3
E_LUMO (alpha / beta) = -10.32 / -10.39 eV

In the Löwdin picture, each atom carries the following charge in e: 1.026 0.858 0.248 0.981 1.028 -0.191 -0.353 -0.227 -0.099 -0.036 -0.064 -0.115 -0.417 -0.238 -0.106 -0.028 -0.405 -0.070 -0.344 -0.055 -0.372 -0.045 -0.031 -0.235 -0.199 -0.029 -0.004 -0.074 0.026 -0.350 -0.002 0.023 -0.034 -0.190 -0.213 -0.049 -0.018 -0.044 -0.095 0.051 0.096 0.134 0.119 0.052 0.113 0.135 0.120 0.098 0.074 0.060 0.136 0.127 0.066 0.121 0.109 0.121 0.050 0.126 0.126 0.115 0.134 0.109 0.126 0.122 0.015 0.048 0.129 0.113 0.096 0.049 0.129 0.124 0.129 0.068

(6)
# C33H35BBrN9O4Tm

C33H35BBrN9O4Tm as an isolated structure in a non-equilibrium geometry (ωB97M-V with the def2-TZVPD basis set, the OMol25 dataset).

```
84
Properties=species:S:1:pos:R:3
Tm 0.03 0.54 0.01
Br 5.38 1.69 6.54
O -0.40 2.55 0.30
O 0.66 -0.35 1.90
O 1.31 3.85 0.82
O -0.51 1.32 2.83
N 1.08 -1.90 -4.27
N -2.33 0.29 0.50
N 0.97 -3.23 -4.55
N -0.01 0.12 -3.28
N -0.07 1.15 -2.39
N -0.34 -2.13 -2.13
N -0.52 -1.78 -0.82
N 1.95 -1.06 -2.11
N 2.05 -0.25 -1.02
C 1.88 2.11 4.34
C -5.54 0.91 1.75
C -0.53 0.49 -4.45
C 0.85 2.67 0.49
C -1.15 1.53 4.08
C 2.72 -0.13 3.92
C 1.72 -4.79 -6.27
C 1.71 0.86 3.70
C -6.64 0.82 2.60
C -6.59 -0.01 3.71
C 2.23 -2.22 -6.13
C -1.66 -3.66 -1.25
C 0.66 0.58 2.83
C 1.84 -1.28 -5.21
C 3.12 -1.70 -2.30
C 0.35 4.91 1.03
C -0.62 2.18 -3.05
C -5.45 -0.75 4.00
C -4.41 0.16 2.05
C -0.93 1.80 -4.36
C -1.30 -2.72 -0.28
C -0.82 3.54 -2.45
C 3.77 0.37 0.65
C 3.28 -0.39 -0.54
C 3.91 1.36 5.39
C 2.96 2.35 5.17
C 3.79 0.12 4.76
C 1.65 -3.42 -5.67
C -3.25 0.25 1.18
C -1.65 -2.73 1.17
C -4.35 -0.67 3.16
C 4.00 -1.30 -1.33
C -1.03 -3.24 -2.40
B 0.66 -1.26 -2.95
H -7.44 -0.07 4.37
H -1.12 4.22 -3.25
H -1.57 3.55 -1.67
H -1.34 0.58 4.59
H -0.47 4.57 1.65
H 2.07 -0.23 -5.13
H 1.20 2.92 4.13
H 2.75 -5.17 -6.27
H -3.45 -1.24 3.36
H -5.41 -1.39 4.87
H 2.83 -2.06 -7.01
H 4.03 -0.31 1.46
H -0.57 2.17 4.75
H 4.54 -0.64 4.92
H -1.10 -1.96 1.72
H -1.40 -3.70 1.61
H -2.72 -2.57 1.31
H 2.63 -1.08 3.42
H 3.02 1.06 1.02
H 1.10 -5.48 -5.71
H 3.24 -2.39 -3.12
H 4.66 0.94 0.39
H -1.38 2.41 -5.12
H -0.57 -0.20 -5.28
H -0.04 5.26 0.07
H -5.56 1.55 0.88
H 5.02 -1.62 -1.20
H 3.08 3.32 5.64
H -2.27 -4.54 -1.12
H 0.91 5.71 1.52
H 1.39 -4.79 -7.31
H 0.11 3.91 -2.02
H -0.97 -3.69 -3.38
H -7.53 1.40 2.38
H -2.10 2.02 3.86
```

Properties
E = -156643.5362 eV
Kohn-Sham gap (alpha / beta) = 4.8 / 7.9 eV
⟨S²⟩ = 3.78
2S+1 = 4
E_LUMO (alpha / beta) = -0.41 / -0.42 eV

In the Löwdin picture, each atom carries the following charge in e: 1.364 0.695 -0.232 -0.195 -0.072 -0.143 -0.026 0.178 0.120 0.015 0.028 0.025 0.025 0.018 0.005 -0.038 -0.020 -0.067 -0.384 -0.060 -0.037 -0.041 -0.172 -0.060 -0.065 -0.021 -0.015 -0.463 -0.103 -0.047 -0.040 -0.322 -0.056 -0.207 -0.012 -0.341 -0.029 -0.013 -0.315 -0.712 -0.137 -0.137 -0.357 -0.067 -0.037 -0.025 -0.005 -0.058 -0.628 0.110 0.081 0.076 0.101 0.087 0.131 0.105 0.074 0.120 0.112 0.100 0.078 0.074 0.098 0.051 0.088 0.067 0.115 0.049 0.072 0.124 0.089 0.104 0.127 0.082 0.124 0.105 0.097 0.102 0.091 0.074 0.074 0.103 0.110 0.092